No. 1
The following is a DFT calculation (the ωB97M-V functional and the def2-TZVPD basis) of a structure of composition C16H22BrCeI2NO3S2V in a non-equilibrium geometry.

Last column: Mulliken spin population.
Cartesian coordinates (Å):
I1 -3.50411 1.03017 0.97118  -0.0512
I2 2.63878 1.45802 -3.62977  -0.3333
V1 1.36861 0.21120 -1.89019  2.1111
Ce1 -0.95594 -0.13760 0.39331  0.2938
S1 -0.95386 0.39378 -2.24384  -0.1155
S2 0.63699 1.88077 -0.35905  -0.0943
C1 -1.82563 -2.65202 -0.10280  -0.0007
C2 -1.97975 -0.57107 -3.53899  0.0113
C3 1.52352 2.47531 1.22606  0.0103
C4 -1.32020 -0.18552 -4.84813  -0.0005
C5 -1.89662 -2.06689 -3.24493  0.0048
C6 -3.40126 -0.05182 -3.42796  0.0020
C7 2.33589 3.61094 0.62882  0.0000
C8 2.39072 1.38198 1.84535  0.0003
C9 0.46354 2.94548 2.21712  0.0016
C10 1.32390 -1.54170 -2.63132  -0.0942
C11 2.71840 -0.47348 -0.80285  -0.0795
O1 -2.40939 -3.64366 -0.06564  0.0007
O2 1.42837 -2.58253 -3.16293  0.1457
O3 3.64735 -0.92614 -0.24365  0.1829
H1 -0.27004 -0.48252 -4.87433  0.0065
H2 -1.37953 0.89092 -5.00992  -0.0015
H3 -1.82505 -0.67971 -5.67778  -0.0001
H4 -1.00516 -2.36728 -2.68144  -0.0021
H5 -1.84645 -2.58842 -4.21236  0.0004
H6 -2.79385 -2.41511 -2.71895  -0.0006
H7 -3.81681 -0.20809 -2.43117  -0.0007
H8 -4.04611 -0.57583 -4.13393  -0.0012
H9 -3.46422 1.01055 -3.66086  -0.0006
H10 2.98601 4.08775 1.35547  -0.0002
H11 1.67837 4.37072 0.21420  -0.0006
H12 2.96457 3.24175 -0.17893  0.0017
H13 2.47266 1.55127 2.93145  -0.0001
H14 3.40036 1.40221 1.41825  -0.0006
H15 1.99651 0.35992 1.73446  0.0164
H16 0.95086 3.39671 3.09160  -0.0011
H17 -0.16442 2.12936 2.60545  -0.0015
H18 -0.19973 3.69509 1.77805  0.0003
Br1 -1.70896 -0.77102 6.29867  0.6774
C12 -0.59918 -1.21717 4.81102  0.0645
C13 0.54935 -1.99953 4.96655  0.0441
C14 1.33345 -2.31451 3.84671  -0.0309
C15 0.93309 -1.83211 2.59751  0.1085
N1 -0.17953 -1.07169 2.44471  -0.0260
C16 -0.93731 -0.75127 3.53655  0.1488
H19 0.82071 -2.34677 5.95495  -0.0013
H20 2.24764 -2.91372 3.90719  0.0017
H21 1.47776 -2.02359 1.67405  0.0061
H22 -1.80434 -0.13312 3.32304  -0.0024

Forces on the atoms, in the same order (eV/Å):
I 1.02 -0.54 -0.21
I -0.16 -0.73 0.56
V -1.74 5.06 -2.33
Ce -1.74 2.09 -0.82
S -0.23 -0.29 0.57
S -0.47 -0.56 0.83
C -2.67 -4.40 0.23
C -0.05 -0.53 -0.15
C 0.19 -0.27 0.03
C 0.27 0.28 -0.04
C -0.06 -0.35 -0.25
C -0.02 0.47 0.29
C 0.06 0.23 -0.07
C 0.39 -0.09 0.21
C -0.31 0.25 -0.25
C 0.86 -7.49 -3.99
C 6.90 -3.26 4.20
O 2.42 3.94 -0.24
O -0.59 5.05 2.71
O -4.35 2.05 -2.42
H 0.00 -0.08 -0.09
H 0.01 0.00 -0.08
H -0.12 -0.06 0.03
H -0.27 0.04 -0.21
H -0.13 -0.04 0.34
H 0.19 0.04 -0.10
H -0.02 -0.07 0.01
H 0.13 -0.14 -0.11
H 0.00 0.03 -0.03
H 0.04 0.01 0.32
H -0.03 0.16 0.01
H 0.16 -0.02 -0.01
H 0.14 0.08 -0.38
H -0.18 -0.13 0.15
H -0.02 0.27 -0.08
H 0.02 -0.05 -0.26
H 0.04 -0.11 -0.08
H 0.04 -0.04 0.08
Br 1.02 -0.43 -1.34
C -0.89 0.45 0.96
C 0.83 -0.50 -0.19
C -0.14 0.13 -0.02
C -0.42 0.09 0.65
N -0.39 -0.15 2.04
C 0.45 -0.20 -1.37
H 0.15 -0.14 0.05
H -0.38 0.17 0.23
H 0.16 -0.21 0.32
H -0.13 0.01 0.31

Net charge: +4
Multiplicity: 4
Kohn-Sham gap (spin up / spin down) in eV: 5.20 / 3.85
<S²>: 4.03
Highest occupied orbital energy (spin up / spin down) in hartree: -0.7498 / -0.7765
LUMO level (spin up / spin down) in eV: -15.207 / -17.279
Total energy in eV: -171067.3665

=====

No. 2
The following is a DFT calculation (the ωB97M-V functional and the def2-TZVPD basis) of the ion C8H19N3 with charge +2 in a non-equilibrium geometry.

Last column: Mulliken charge in e.
Cartesian coordinates (Å):
C1 -1.79569 -2.51734 1.57540  -1.3307
C2 -1.15619 -1.18227 1.84738  -0.2207
C3 -0.96889 -0.34108 0.74931  -0.0774
N1 -0.45075 0.92776 0.67996  0.2076
C4 -0.06593 1.67986 1.88451  -1.0045
C5 0.22830 1.32393 -0.48902  0.4786
C6 0.19322 2.75814 -1.05531  -1.6271
N2 1.08993 0.41266 -0.92365  0.1594
C7 2.21492 0.87709 -1.82337  -0.8356
N3 0.88108 -0.90982 -0.66526  -0.3502
C8 0.26008 -1.60647 -1.76479  -0.9154
H1 -1.21244 -3.32150 1.81937  0.3558
H2 -2.17640 -2.60697 0.47340  0.3191
H3 -2.63843 -2.59151 2.19173  0.3942
H4 -0.18133 -1.35323 2.34354  0.4085
H5 -1.81553 -0.60876 2.43802  0.3998
H6 -1.64914 -0.52186 -0.20658  0.4856
H7 0.66111 2.48682 1.67520  0.3754
H8 -0.88623 2.13897 2.29880  0.5067
H9 0.37149 1.13731 2.78847  0.3632
H10 0.99641 3.24739 -1.33050  0.5874
H11 -0.48992 3.47364 -0.54850  0.3627
H12 -0.29400 2.52325 -2.01548  0.5003
H13 3.16864 0.53826 -1.41810  0.3651
H14 2.13784 1.93559 -1.79578  0.2644
H15 2.01742 0.63404 -2.97881  0.3523
H16 1.85409 -1.31557 -0.53569  0.3482
H17 0.63771 -1.62799 -2.71440  0.3933
H18 0.00362 -2.58261 -1.44625  0.4307
H19 -0.78969 -1.26327 -1.87165  0.3033

Forces on the atoms, in the same order (eV/Å):
C -1.89 1.31 -3.32
C 1.72 -1.47 0.86
C -0.87 2.80 -5.06
N -0.57 -1.88 0.60
C 2.64 0.03 1.24
C 1.89 0.47 0.73
C -5.65 -3.15 1.29
N -0.35 2.85 -1.66
C -1.38 -0.83 -2.31
N 2.38 -1.20 0.63
C -3.95 0.03 1.44
H 1.80 -1.91 0.33
H 0.72 0.03 1.95
H -1.43 -0.24 0.74
H -0.46 0.60 0.33
H -0.75 0.91 1.60
H 1.84 -0.10 1.80
H -0.33 -0.58 -0.27
H -2.27 1.13 0.61
H -0.32 -0.22 -1.75
H 4.52 2.00 -0.77
H 0.40 -0.91 0.10
H -0.23 0.29 -0.10
H -0.15 -0.22 -0.20
H 0.62 0.60 0.11
H 0.54 -0.11 2.72
H -1.46 0.37 0.24
H 1.87 0.25 -2.18
H 0.58 -1.36 0.44
H 0.55 0.51 -0.13

Net charge: +2
Multiplicity: 1
Kohn-Sham gap in eV: 10.13
Highest occupied orbital energy in hartree: -0.7015
Energy above the lowest of the compared OMol25 structures with the same formula, charge and spin in eV: 3.317
LUMO level in eV: -8.961
Total energy in eV: -13053.4024

=====

No. 3
The following is a DFT calculation (the ωB97M-V functional and the def2-TZVPD basis) of a cluster of 6 separate species, C30H76N4O10 in total in a non-equilibrium geometry.

Last column: Mulliken charge in e.
Cartesian coordinates (Å):
C1 -20.42205 -28.98320 -7.46209  -0.3752
O1 -21.42816 -28.15454 -6.69805  -0.2198
C2 -21.70303 -28.42566 -5.38598  -0.5832
C3 -22.72534 -27.35926 -4.95286  -0.6716
N1 -22.73794 -27.37029 -3.50032  -0.3311
C4 -23.95293 -26.70596 -3.10711  -0.5933
C5 -23.83003 -26.27907 -1.68795  -0.3466
O2 -24.94981 -25.47298 -1.42023  -0.3147
C6 -24.81000 -24.87745 -0.09699  -0.7057
H1 -20.79079 -30.00869 -7.72965  0.4043
H2 -19.48976 -29.16523 -6.90569  0.1738
H3 -20.05904 -28.57924 -8.38771  -0.1091
H4 -20.84998 -28.32587 -4.72300  0.3268
H5 -22.02908 -29.43002 -5.18120  0.3116
H6 -23.71461 -27.55139 -5.39181  0.3592
H7 -22.46874 -26.36180 -5.26695  0.3734
H8 -21.93065 -26.84882 -3.22719  0.2659
H9 -24.70771 -27.42007 -3.30037  0.2555
H10 -24.19567 -25.86611 -3.80618  0.3287
H11 -22.92756 -25.64744 -1.49371  0.2743
H12 -23.81565 -27.18045 -1.06722  0.3352
H13 -24.63978 -25.69642 0.59038  0.2995
H14 -25.72628 -24.39485 0.21233  0.2609
H15 -23.92568 -24.21240 -0.13200  0.2745
C7 -22.53366 -25.22322 -12.11443  -0.3182
O3 -22.47432 -24.49230 -13.34040  -0.2807
C8 -23.45999 -23.45838 -13.50207  -0.7612
C9 -22.95918 -22.06156 -12.97973  -0.4763
N2 -24.01933 -21.06034 -12.88755  -0.4546
C10 -23.41421 -19.74877 -12.58523  -0.5580
C11 -23.87036 -19.23110 -11.14698  -0.6075
O4 -23.43367 -20.30695 -10.35565  -0.2252
C12 -23.86945 -20.26965 -9.04274  -0.8487
H16 -21.92746 -24.62942 -11.34469  0.1768
H17 -21.93066 -26.10341 -12.08150  -0.0813
H18 -23.52102 -25.58372 -11.82637  0.4151
H19 -24.44113 -23.66311 -13.12361  0.4001
H20 -23.56605 -23.44235 -14.54764  0.3056
H21 -22.10358 -21.75792 -13.58799  0.2941
H22 -22.60628 -22.19225 -11.95414  0.4182
H23 -24.40956 -21.28336 -11.99144  0.3309
H24 -23.73564 -19.00882 -13.34914  0.3901
H25 -22.34328 -19.69767 -12.56543  0.2813
H26 -24.92373 -19.16682 -11.04780  0.4045
H27 -23.34726 -18.27495 -10.88698  0.3585
H28 -24.92100 -20.60166 -8.95861  0.3267
H29 -23.78993 -19.32797 -8.55482  0.3199
H30 -23.31583 -21.04743 -8.53173  0.2409
C13 -18.95912 -25.56483 -9.29520  0.0055
O5 -19.55547 -25.33988 -10.56665  -0.2895
C14 -18.69828 -25.11849 -11.57923  0.1732
C15 -19.32042 -24.84044 -12.95441  -0.7662
N3 -18.30358 -24.62957 -13.97231  -0.3125
C16 -17.59190 -25.89792 -14.28013  0.5497
C17 -16.66274 -25.72210 -15.44042  -0.9107
O6 -16.23613 -26.91089 -16.01086  -0.4193
C18 -15.45980 -27.74050 -15.27052  -0.3429
H31 -19.54797 -26.21649 -8.61490  0.3154
H32 -18.93398 -24.62989 -8.75136  0.5340
H33 -17.91855 -25.86772 -9.44426  -0.7109
H34 -17.96375 -25.92753 -11.60032  -0.0088
H35 -18.17083 -24.21515 -11.34448  0.2745
H36 -19.97130 -23.94711 -12.81540  -0.1598
H37 -20.03339 -25.57841 -13.27222  0.4466
H38 -17.65816 -24.13095 -13.42786  0.4365
H39 -18.30236 -26.65692 -14.51576  0.2845
H40 -16.98508 -26.29323 -13.42332  -0.4206
H41 -15.80797 -25.12051 -15.04484  0.3393
H42 -17.09535 -25.09075 -16.27528  0.3061
H43 -14.96762 -27.17391 -14.50751  0.0401
H44 -14.73376 -28.29107 -15.84639  0.3503
H45 -16.06726 -28.49878 -14.74796  0.1313
C19 -17.27467 -30.87185 -7.38327  -0.9338
O7 -17.22986 -29.94636 -8.38612  -0.2610
C20 -16.25401 -28.92057 -8.25143  0.2154
C21 -16.84476 -27.70898 -7.42991  0.1196
N4 -15.93872 -26.55764 -7.60115  -0.2012
C22 -16.33175 -25.31646 -6.98430  -0.7172
C23 -15.50231 -24.21876 -7.58224  -0.2176
O8 -16.38080 -23.28715 -8.19938  -0.4973
C24 -16.31458 -23.18018 -9.59931  -0.2133
H46 -16.32843 -31.47098 -7.30111  0.2798
H47 -18.05719 -31.55222 -7.67619  0.3224
H48 -17.47418 -30.45047 -6.37450  0.3236
H49 -16.12546 -28.70697 -9.28723  -0.8843
H50 -15.27303 -29.30823 -7.94114  0.5485
H51 -16.89645 -27.82985 -6.32592  0.3531
H52 -17.81245 -27.39607 -7.84623  -0.4074
H53 -15.03852 -26.83378 -7.04633  0.3081
H54 -16.21432 -25.34462 -5.95344  0.6764
H55 -17.39022 -25.12892 -7.22819  0.1597
H56 -14.74670 -24.53280 -8.24991  0.0494
H57 -14.95465 -23.78375 -6.71453  0.3609
H58 -17.05697 -22.48243 -10.00648  0.2537
H59 -16.52411 -24.16481 -9.96823  -0.1505
H60 -15.29296 -22.85171 -9.84757  0.4688
C25 -13.44341 -25.49784 -10.65188  -1.6172
C26 -14.44068 -26.62736 -11.09279  1.5719
C27 -13.98852 -27.97189 -10.73101  -1.3246
O9 -15.68126 -26.43183 -10.49589  0.3750
H61 -13.96878 -24.54563 -10.83178  0.2686
H62 -12.63085 -25.40233 -11.36019  0.5338
H63 -13.04025 -25.51752 -9.67797  0.3627
H64 -14.56165 -26.64384 -12.21620  -0.3164
H65 -13.00586 -28.01975 -11.23478  0.5475
H66 -14.54785 -28.84590 -11.15486  0.1348
H67 -13.89656 -28.08436 -9.67419  0.2198
H68 -15.54585 -26.23632 -9.57803  -0.8666
C28 -17.34066 -29.12877 -11.65908  -1.1889
C29 -18.57654 -28.79635 -10.87470  2.8832
C30 -19.68359 -28.40924 -11.81621  -1.0789
O10 -19.01854 -29.98961 -10.23658  -0.7379
H69 -17.52125 -29.71395 -12.55892  0.4380
H70 -16.57213 -29.64191 -11.11622  0.3007
H71 -16.83758 -28.25175 -12.10551  -0.2553
H72 -18.36897 -28.00411 -10.16052  -1.2178
H73 -20.12014 -29.24801 -12.41966  0.4470
H74 -19.34819 -27.68279 -12.50721  -0.1560
H75 -20.49479 -27.93924 -11.19942  0.1315
H76 -18.51573 -30.05154 -9.42732  0.6991

Forces on the atoms, in the same order (eV/Å):
C -0.89 -1.03 1.86
O 2.24 -0.82 -3.68
C -0.18 0.92 0.69
C 0.52 -1.49 0.05
N -0.60 -0.53 -0.66
C 1.02 0.97 -0.72
C -0.53 0.76 0.15
O -0.50 0.76 1.54
C 0.48 -0.86 -1.38
H -0.23 0.92 0.40
H -0.39 0.28 0.52
H -0.71 1.03 -0.41
H 0.73 0.29 0.10
H -0.73 -0.64 -0.17
H 0.19 -0.25 0.35
H 0.47 0.39 -0.73
H 0.44 0.40 0.45
H -1.26 -0.71 0.37
H 0.22 0.00 0.74
H -0.15 -0.68 -0.30
H 0.17 0.12 0.32
H 0.25 -0.11 0.48
H -0.11 0.35 -0.34
H -0.53 -0.05 0.33
C 1.33 1.76 1.17
O -0.84 -0.60 0.52
C 1.54 0.88 0.57
C 0.08 -1.69 0.22
N 0.87 0.61 -0.15
C -1.93 2.09 0.27
C 2.09 -0.84 -1.81
O 0.59 0.29 0.18
C -1.01 -1.75 0.35
H -1.62 -0.45 -0.33
H 0.56 -0.81 -1.12
H -0.27 0.68 0.11
H -0.50 -0.55 0.77
H -0.27 0.45 -1.49
H -0.28 0.21 -0.09
H 0.56 -0.35 -0.01
H -0.81 -0.37 0.23
H 0.13 -0.31 0.37
H 0.70 -0.52 -0.04
H -1.27 0.48 -0.12
H -0.51 -0.63 -0.14
H 0.02 0.30 -0.15
H 0.39 0.98 0.35
H 0.32 0.12 0.40
C -0.10 0.64 -0.17
O -2.90 -1.14 2.04
C 1.61 -0.03 -1.42
C -1.43 0.44 0.94
N -0.29 -1.45 0.03
C 0.05 0.26 0.74
C 0.43 1.95 -0.61
O -0.77 0.40 -2.11
C -0.16 -1.25 1.60
H 0.21 -0.14 -0.99
H 0.18 0.62 0.12
H -0.12 -0.44 0.22
H 0.19 -0.09 -0.31
H 0.92 0.84 -0.05
H 0.60 -0.25 -0.38
H -0.12 -0.69 -0.15
H 1.58 1.52 0.21
H -0.80 -0.57 -0.25
H -0.50 0.30 -0.41
H 0.00 -0.32 -0.39
H 0.16 -0.86 1.02
H 0.80 0.31 0.69
H 0.26 0.08 -0.57
H 0.05 0.04 0.02
C 0.69 -1.42 1.54
O 0.84 0.80 0.20
C -1.24 0.32 0.34
C 1.23 0.36 -0.01
N 2.78 -1.82 0.79
C -1.06 -0.47 -2.12
C -0.77 1.69 1.36
O -0.23 1.09 1.15
C 0.85 -0.14 0.30
H -0.54 0.49 -0.14
H -0.39 -0.42 0.30
H -0.07 -0.08 -0.48
H 0.27 1.29 -0.56
H -0.32 0.01 0.60
H -0.57 -0.84 -0.58
H 0.20 -0.51 0.22
H -1.77 0.47 -1.67
H 0.00 -0.06 2.21
H 0.39 0.07 0.22
H 0.70 -0.74 -0.95
H -0.33 0.60 -0.72
H 0.18 -0.03 0.54
H 0.16 -0.40 -0.93
H -0.31 -0.05 -0.49
C -1.38 0.40 -2.70
C 0.24 0.84 -0.49
C 1.80 -1.89 -1.60
O -1.48 0.64 -1.27
H -0.01 -0.24 0.47
H 0.50 -0.42 -0.10
H 0.18 -0.42 1.30
H -0.06 0.61 1.03
H 0.11 -0.55 0.63
H 0.05 1.08 0.39
H 0.28 -0.15 0.81
H -0.01 -0.08 1.41
C 1.17 0.87 -1.51
C -0.17 -1.49 -1.07
C -1.82 0.01 0.79
O -0.91 0.21 -0.14
H -0.57 -0.47 0.16
H 0.22 -0.40 0.61
H -0.28 0.14 0.51
H -0.04 0.18 0.22
H 0.62 0.44 0.84
H 0.36 0.94 -0.76
H 0.43 -0.45 -0.73
H 0.41 -0.20 0.26

Multiplicity: 1
Kohn-Sham gap in eV: 9.06
Highest occupied orbital energy in hartree: -0.3210
Energy above the lowest of the compared OMol25 structures with the same formula, charge and spin in eV: 3.157
LUMO level in eV: 0.328
Total energy in eV: -58768.2370

=====

Question: Look up the total energy of the first one.
Answer: -171067.3665 eV